Arrangement i

18
Properties=species:S:1:pos:R:3 method="wB97M-V/def2-TZVPD" homo_energy_ev=-9.2 smiles=CCNCN.O homo_lumo_gap_ev=10.1 multiplicity=1
C 1.857 1.571 1.060
C 1.038 0.303 1.225
N -0.018 0.157 0.188
C -1.251 -0.524 0.629
N -2.191 -0.962 -0.365
H 2.810 1.710 0.423
H 1.434 2.628 0.920
H 2.132 1.782 2.126
H 0.595 0.358 2.155
H 1.707 -0.693 1.307
H -0.332 1.129 -0.036
H -0.924 -1.366 1.297
H -1.729 0.191 1.307
H -1.772 -1.678 -0.937
H -2.328 -0.150 -1.019
O 0.322 -0.561 -2.444
H 1.034 -1.043 -2.703
H 0.396 -0.841 -1.527

Arrangement ii

18
Properties=species:S:1:pos:R:3 method="wB97M-V/def2-TZVPD" homo_energy_ev=-8.8 smiles=C[C@@H](N)CN.O homo_lumo_gap_ev=9.5 multiplicity=1
C 0.032 -0.756 1.474
C -0.854 0.431 1.039
N -0.134 1.686 1.507
C -0.790 0.411 -0.469
N -1.291 1.626 -1.299
H -0.304 -1.626 0.915
H -0.229 -1.015 2.556
H 1.082 -0.494 1.276
H -1.952 0.391 1.356
H 0.237 2.268 0.539
H 0.725 1.656 2.084
H 0.255 0.301 -0.764
H -1.263 -0.564 -1.048
H -1.230 1.587 -2.374
H -2.289 1.644 -1.235
O 2.771 -2.099 -1.872
H 2.900 -2.726 -1.163
H 2.334 -2.721 -2.523

Arrangement iii

18
Properties=species:S:1:pos:R:3 method="wB97M-V/def2-TZVPD" homo_energy_ev="-8.0 / -7.6" homo_lumo_gap_ev="7.8 / 8.3" multiplicity=1
C 1.362 0.507 0.019
C -0.975 0.663 1.009
C -1.969 0.850 -0.084
N 2.576 0.127 -0.641
H 2.933 -0.813 -0.506
H 2.577 0.230 -1.651
H 0.962 1.417 -0.425
H 1.634 0.755 1.046
H -1.376 0.246 1.927
H -0.345 1.520 1.222
H -2.547 -0.059 -0.264
H -1.486 1.150 -1.018
H -2.697 1.637 0.166
N 0.224 -1.860 -0.580
O -0.822 -1.866 0.365
H -0.390 -2.096 1.200
H -0.291 -1.748 -1.458
H 0.630 -0.660 -0.329

The data favor arrangement i; the next most stable structure lies 8.2 kcal/mol above it.